This record from OMol25 describes a 2-piece molecular cluster, HN2O5 overall. The level of theory is wB97M-V/def2-TZVPD.

Geometry as XYZ:
```
8
Properties=species:S:1:pos:R:3:lowdin_charge:R:1
N 1.620 -0.618 -0.583 -0.099
N -1.557 0.440 0.024 -0.489
O 2.700 -0.982 -0.083 -0.217
O -1.143 1.564 -0.045 0.072
O -2.662 -0.017 -0.164 0.021
O 0.399 -0.216 0.910 -0.239
O -0.863 -0.558 0.542 -0.080
H 1.506 0.387 -0.601 0.030
```

Calculated values
net charge = -1
frontier orbital gap (alpha / beta) = 8.1 / 8.1 eV
E_HOMO (alpha / beta) = -3.76 / -3.76 eV
LUMO (alpha / beta) = 4.314 / 4.314 eV
relative energy (zero: lowest compared OMol25 entry of this formula, charge and spin) = 412.8 kJ/mol



This record from OMol25 describes C4H9ClNOP as an isolated structure. The level of theory is wB97M-V/def2-TZVPD.

Geometry as XYZ:
```
17
Properties=species:S:1:pos:R:3:lowdin_charge:R:1
C -0.560 -1.208 1.058 -0.216
C -0.579 -1.150 -0.474 -0.422
C -1.379 0.037 -0.989 -0.048
C 1.646 1.840 -0.378 -0.700
N 0.581 -0.378 1.403 -0.265
O 0.784 -1.064 -0.876 -0.380
P 1.781 -0.384 0.213 0.935
Cl 0.559 2.670 0.712 0.462
H -1.475 -0.792 1.484 0.119
H -0.440 -2.242 1.409 0.113
H -0.959 -2.080 -0.909 0.142
H -1.067 0.943 -0.476 0.030
H -2.438 -0.127 -0.813 0.083
H -1.210 0.155 -2.056 0.084
H 2.643 2.254 -0.290 -0.015
H 1.263 1.876 -1.391 -0.004
H 0.849 -0.351 2.374 0.081
```

Calculated values
frontier orbital gap = 8.7 eV
E_HOMO = -7.90 eV
LUMO = 0.847 eV
relative energy (zero: lowest compared OMol25 entry of this formula, charge and spin) = 51.1 kJ/mol



This record from OMol25 describes one molecule with the formula C8H6Br2S2. The level of theory is wB97M-V/def2-TZVPD.

Geometry as XYZ:
```
18
Properties=species:S:1:pos:R:3:lowdin_charge:R:1
C 0.076 1.761 2.829 -0.180
C 0.841 0.923 2.018 -0.002
C -1.260 1.699 2.743 -0.347
C -0.079 0.203 1.196 -0.525
C 0.240 -1.721 -0.554 -0.068
C 0.128 -0.635 0.144 -0.099
C 0.387 -1.674 -2.067 -0.382
C -0.055 -0.395 -2.731 -1.520
S -1.745 0.578 1.559 1.120
S -1.673 -0.032 -2.428 0.449
Br 0.566 -0.244 -4.693 0.465
Br 1.225 1.135 -1.816 0.454
H 0.445 2.370 3.609 0.106
H 1.863 1.000 2.129 0.106
H -2.103 2.147 3.210 0.071
H 0.013 -2.783 -0.291 0.162
H 1.399 -1.910 -2.548 0.126
H -0.268 -2.421 -2.310 0.064
```

Calculated values
frontier orbital gap (alpha / beta) = 4.9 / 4.9 eV
E_HOMO (alpha / beta) = -7.51 / -7.51 eV
LUMO (alpha / beta) = -2.584 / -2.583 eV
relative energy (zero: lowest compared OMol25 entry of this formula, charge and spin) = 206.2 kJ/mol



This record from OMol25 describes a 12-piece molecular cluster, C62H152N8O22 overall. The level of theory is wB97M-V/def2-TZVPD.

Geometry as XYZ:
```
244
Properties=species:S:1:pos:R:3:lowdin_charge:R:1
C -9.335 0.362 2.487 -0.046
C -7.802 0.559 2.424 -0.468
C -7.184 -0.762 3.049 -0.012
C -7.344 0.932 0.992 -0.137
C -5.929 1.365 0.950 -0.201
C -5.680 2.455 1.977 -0.136
C -6.130 2.217 3.388 -0.545
C -5.180 1.262 4.124 -0.025
C -6.142 3.528 4.151 -0.028
N -7.504 1.719 3.316 -0.084
O -7.925 1.339 4.633 -0.049
H -9.624 -0.302 1.679 0.076
H -9.723 0.022 3.425 0.066
H -9.806 1.374 2.253 0.105
H -7.270 -0.819 4.126 0.077
H -7.696 -1.619 2.619 0.077
H -6.158 -0.817 2.638 0.058
H -7.508 0.037 0.391 0.121
H -8.016 1.743 0.629 0.135
H -5.249 0.527 1.025 0.089
H -5.751 1.829 -0.003 0.110
H -6.272 3.342 1.552 0.149
H -4.631 2.751 1.996 0.112
H -4.718 0.519 3.486 0.060
H -5.701 0.722 4.914 0.078
H -4.320 1.736 4.572 0.063
H -5.220 4.085 4.137 0.070
H -6.444 3.295 5.164 0.079
H -6.924 4.146 3.652 0.102
H -8.397 2.132 4.910 0.106
C -1.194 1.718 -1.624 -0.014
C -0.678 1.520 -0.182 -0.458
C -0.065 2.802 0.296 -0.029
C -1.913 1.105 0.747 -0.116
C -1.372 0.592 2.038 -0.188
C -0.450 -0.609 1.870 -0.078
C 0.835 -0.297 0.908 -0.481
C 1.773 0.560 1.695 -0.025
C 1.510 -1.597 0.540 -0.025
N 0.238 0.372 -0.270 -0.102
O 1.337 0.649 -1.141 -0.020
H -1.988 2.469 -1.658 0.095
H -0.380 2.034 -2.292 0.074
H -1.590 0.833 -2.057 0.053
H 0.239 2.751 1.310 0.050
H 0.758 3.193 -0.319 0.087
H -0.780 3.593 0.168 0.087
H -2.590 1.945 0.947 0.116
H -2.523 0.448 0.159 0.099
H -0.991 1.571 2.471 0.120
H -2.162 0.392 2.788 0.105
H -0.950 -1.436 1.338 0.098
H 0.013 -0.977 2.831 0.126
H 2.211 -0.019 2.488 0.086
H 1.191 1.355 2.115 0.061
H 2.633 0.898 1.130 0.090
H 2.407 -1.339 -0.006 0.081
H 0.863 -2.297 0.033 0.073
H 1.847 -2.080 1.435 0.077
H 1.732 1.441 -0.774 0.075
C -4.406 -4.258 -1.258 -0.102
O -4.807 -4.449 0.092 -0.207
C -4.931 -3.245 0.860 -0.209
C -3.623 -2.555 1.162 -0.196
N -2.927 -3.156 2.337 -0.044
C -2.311 -4.396 2.009 -0.242
C -1.507 -4.865 3.208 -0.205
O -0.411 -4.010 3.630 -0.211
C 0.384 -4.649 4.605 -0.144
H -3.355 -4.032 -1.350 0.061
H -5.036 -3.435 -1.672 0.096
H -4.621 -5.219 -1.825 0.107
H -5.306 -3.494 1.794 0.100
H -5.587 -2.544 0.338 0.114
H -3.894 -1.515 1.493 0.110
H -2.936 -2.447 0.288 0.103
H -2.177 -2.456 2.531 0.084
H -1.651 -4.418 1.114 0.119
H -3.089 -5.104 1.749 0.118
H -1.097 -5.919 3.051 0.132
H -2.223 -4.918 4.046 0.123
H 0.843 -5.658 4.334 0.095
H -0.114 -4.836 5.548 0.079
H 1.268 -4.025 4.719 0.083
C 6.405 -11.028 -3.549 -0.133
O 6.479 -9.619 -3.473 -0.182
C 5.790 -9.167 -2.289 -0.225
C 5.269 -7.723 -2.250 -0.230
N 4.434 -7.533 -1.092 -0.034
C 3.056 -7.906 -1.331 -0.202
C 2.122 -7.337 -0.240 -0.191
O 2.252 -5.902 -0.139 -0.208
C 1.432 -5.398 0.878 -0.109
H 5.396 -11.382 -3.547 0.068
H 6.909 -11.572 -2.694 0.103
H 6.922 -11.268 -4.472 0.085
H 6.372 -9.327 -1.362 0.127
H 4.875 -9.789 -2.182 0.106
H 4.780 -7.698 -3.253 0.116
H 6.085 -6.996 -2.216 0.122
H 4.523 -6.586 -0.793 0.081
H 2.981 -8.993 -1.317 0.112
H 2.528 -7.627 -2.237 0.113
H 2.299 -7.729 0.706 0.092
H 1.071 -7.621 -0.480 0.131
H 1.605 -4.317 0.932 0.073
H 1.739 -5.815 1.858 0.087
H 0.372 -5.757 0.767 0.094
C -0.920 -0.881 5.903 -0.136
O -1.594 -0.042 6.764 -0.176
C -2.632 -0.646 7.486 -0.237
C -3.432 0.485 8.107 -0.189
N -4.134 0.018 9.360 -0.047
C -4.935 1.117 9.897 -0.232
C -5.774 0.603 11.050 -0.205
O -6.765 -0.312 10.557 -0.204
C -7.755 -0.629 11.480 -0.122
H 0.022 -0.434 5.624 0.085
H -1.429 -1.283 5.036 0.076
H -0.533 -1.741 6.452 0.086
H -2.266 -1.226 8.317 0.116
H -3.290 -1.285 6.859 0.136
H -4.157 0.843 7.352 0.111
H -2.740 1.285 8.380 0.121
H -4.838 -0.632 9.010 0.106
H -5.509 1.703 9.173 0.119
H -4.244 1.838 10.349 0.120
H -6.281 1.441 11.467 0.108
H -5.175 0.072 11.728 0.109
H -8.455 -1.202 10.947 0.069
H -8.211 0.307 11.807 0.088
H -7.327 -1.226 12.317 0.102
C 5.672 -1.397 1.383 -0.159
O 5.265 -1.674 0.105 -0.205
C 6.310 -2.300 -0.671 -0.195
C 5.660 -2.762 -1.964 -0.190
N 4.733 -3.904 -1.737 -0.051
C 3.691 -4.032 -2.735 -0.182
C 4.256 -4.494 -4.137 -0.167
O 3.188 -4.334 -5.082 -0.210
C 3.562 -4.700 -6.431 -0.095
H 4.850 -0.859 1.893 0.084
H 6.532 -0.745 1.513 0.087
H 5.800 -2.319 1.989 0.098
H 6.868 -3.101 -0.101 0.140
H 7.104 -1.576 -0.871 0.115
H 6.396 -3.086 -2.725 0.120
H 5.094 -1.934 -2.433 0.107
H 4.320 -3.887 -0.801 0.106
H 3.151 -3.102 -2.903 0.099
H 2.974 -4.726 -2.410 0.086
H 4.482 -5.529 -4.085 0.086
H 5.144 -3.950 -4.481 0.117
H 4.494 -4.239 -6.814 0.090
H 2.726 -4.367 -6.998 0.069
H 3.734 -5.776 -6.683 0.095
C -3.757 3.443 -7.546 -0.151
O -2.619 4.007 -6.982 -0.187
C -2.188 3.281 -5.799 -0.216
C -1.044 3.978 -5.163 -0.170
N 0.214 3.904 -5.985 -0.076
C 0.402 4.948 -6.986 -0.186
C 1.498 5.941 -6.580 -0.225
O 1.410 7.043 -7.454 -0.181
C 2.510 7.943 -7.239 -0.098
H -3.916 3.885 -8.558 0.099
H -4.690 3.635 -6.949 0.094
H -3.750 2.350 -7.622 0.080
H -1.912 2.193 -6.066 0.149
H -2.984 3.178 -5.065 0.115
H -0.810 3.455 -4.211 0.107
H -1.245 5.068 -5.005 0.138
H 0.312 3.041 -6.503 0.077
H -0.546 5.422 -7.149 0.104
H 0.617 4.418 -7.915 0.127
H 2.539 5.528 -6.500 0.128
H 1.185 6.242 -5.572 0.109
H 2.320 8.646 -6.402 0.096
H 2.677 8.537 -8.132 0.077
H 3.439 7.385 -7.115 0.078
C 8.657 4.764 -1.624 -0.174
O 7.648 5.550 -2.118 -0.192
C 6.562 5.845 -1.192 -0.193
C 5.295 6.267 -1.888 -0.196
N 4.816 5.184 -2.719 -0.069
C 3.634 5.413 -3.613 -0.180
C 2.346 5.301 -2.865 -0.175
O 2.148 6.647 -2.227 -0.180
C 0.779 6.751 -2.010 -0.166
H 9.310 5.335 -0.921 0.088
H 9.275 4.440 -2.492 0.098
H 8.438 3.832 -1.021 0.095
H 6.955 6.513 -0.432 0.121
H 6.399 4.908 -0.664 0.097
H 5.528 7.185 -2.474 0.133
H 4.489 6.417 -1.136 0.133
H 5.625 4.937 -3.313 0.118
H 3.729 4.698 -4.404 0.100
H 3.570 6.370 -4.077 0.105
H 2.295 4.465 -2.144 0.125
H 1.561 5.169 -3.615 0.082
H 0.131 6.582 -2.917 0.088
H 0.576 7.774 -1.679 0.087
H 0.336 6.099 -1.243 0.078
O 7.683 1.179 -3.019 -0.054
C 6.292 1.003 -3.048 -0.272
C 5.713 1.485 -1.767 -0.226
O 5.926 2.888 -1.515 -0.096
H 7.689 2.102 -2.697 0.071
H 5.867 1.580 -3.862 0.120
H 6.047 -0.068 -3.118 0.110
H 6.191 0.950 -0.931 0.124
H 4.659 1.294 -1.779 0.103
H 5.379 3.408 -2.133 0.050
O 0.939 0.921 -6.294 -0.053
C 2.026 0.408 -5.595 -0.245
C 2.180 1.105 -4.241 -0.230
O 2.217 2.514 -4.331 -0.087
H 0.730 0.237 -6.923 0.091
H 1.960 -0.658 -5.429 0.101
H 2.967 0.699 -6.132 0.131
H 3.148 0.890 -3.862 0.097
H 1.340 0.803 -3.613 0.097
H 1.518 2.940 -4.870 0.040
O -1.590 4.545 2.965 -0.068
C -1.830 4.262 4.300 -0.313
C -2.259 5.480 5.020 -0.219
O -1.008 6.165 5.389 -0.086
H -0.899 5.255 2.906 0.123
H -2.667 3.502 4.446 0.121
H -0.962 3.814 4.819 0.130
H -2.749 5.154 5.999 0.140
H -2.945 6.057 4.450 0.106
H -0.948 6.337 6.328 0.072
O -1.324 -1.540 -1.391 -0.108
C -1.053 -1.794 -2.757 -0.238
C 0.304 -2.461 -3.046 -0.206
O 0.568 -2.528 -4.471 -0.064
H -0.625 -0.902 -1.109 0.029
H -1.882 -2.375 -3.140 0.111
H -1.110 -0.860 -3.348 0.111
H 0.280 -3.479 -2.679 0.114
H 1.129 -1.943 -2.515 0.106
H 1.146 -3.240 -4.627 0.023
```

Calculated values
structure (SMILES) = CC1(C)CCCC(C)(C)N1O.CC1(C)CCCC(C)(C)N1O.COCCNCCOC.COCCNCCOC.COCCNCCOC.COCCNCCOC.COCCNCCOC.COCCNCCOC.OCCO.OCCO.OCCO.OCCO
frontier orbital gap = 9.1 eV
E_HOMO = -8.69 eV
LUMO = 0.423 eV



This record from OMol25 describes a 2-piece molecular cluster, C5H5F overall. The level of theory is wB97M-V/def2-TZVPD.

Geometry as XYZ:
```
11
Properties=species:S:1:pos:R:3:lowdin_charge:R:1
C -3.503 0.206 0.037 0.139
C -2.320 0.229 0.339 -0.206
C -1.011 0.311 0.634 -0.097
C 0.000 0.898 0.025 -0.415
C 1.449 0.784 0.261 -0.038
F -0.274 1.701 -0.976 0.099
H -4.577 0.276 0.119 0.038
H -0.341 -1.049 1.690 0.241
H 1.539 0.165 1.215 0.086
H 2.035 1.668 0.185 0.075
H 1.910 0.040 -0.363 0.079
```

Calculated values
frontier orbital gap = 8.5 eV
E_HOMO = -8.98 eV
LUMO = -0.472 eV
relative energy (zero: lowest compared OMol25 entry of this formula, charge and spin) = 459.0 kJ/mol